13
Properties=species:S:1:pos:R:3:forces:R:3 method="wB97M-V/def2-TZVPD" e_above_lowest_kcal_mol=116.6 homo_energy_ev=-7.7961 energy_ev=-9268.44481
O -0.386041 -1.222250 -0.553274 -1.0 1.3 -2.3
N -1.721693 0.495083 -0.059933 -0.9 0.8 -0.6
N 2.482451 0.515066 0.009281 0.4 0.5 0.1
C -2.489966 1.477444 -0.132484 -1.6 -0.3 0.3
C 0.639560 -2.042078 -0.093593 -0.1 -2.1 2.2
C -0.798425 -0.233976 0.228388 2.6 -1.9 1.1
C 2.700707 1.618259 0.231437 -0.8 -4.0 -0.8
H 1.618606 -1.595547 0.110488 -0.5 0.2 -0.4
H -2.216432 2.391342 -0.571737 0.6 1.1 -0.5
H 0.729208 -2.999740 -0.656883 -0.2 1.2 -0.4
H 2.766152 2.591202 0.405077 0.5 3.6 0.7
H -3.504009 1.384131 0.242774 0.0 0.0 0.0
H 0.179876 -2.378930 0.840459 0.9 -0.3 0.5

202
Properties=species:S:1:pos:R:3:forces:R:3 method="wB97M-V/def2-TZVPD" e_above_lowest_kcal_mol=0.0 homo_energy_ev=-7.5305 energy_ev=-228377.72148 total_charge=-1
S -13.621527 -0.613763 16.721636 1.9 -1.3 2.7
S -10.946768 -12.597105 16.559704 -1.9 1.0 -0.6
S -11.796387 -8.275711 23.938651 -0.3 1.6 -0.5
P -13.152756 -7.682727 11.394362 -1.1 1.5 -0.6
P -7.557850 -7.297335 20.360211 2.3 -0.9 -0.3
P -17.890537 -6.486632 9.660882 2.2 0.8 0.6
P -6.882694 -3.117473 13.882297 0.9 -1.2 2.8
P -20.354718 -7.237766 15.790239 -1.4 0.3 -0.9
P -14.704900 -2.782316 10.708487 0.8 -1.7 -1.0
O -12.063996 -6.842116 12.238401 -0.3 -0.4 -1.0
O -8.223689 -8.264831 21.427844 -0.1 0.4 0.7
O -11.336856 -5.383038 17.121162 -0.6 0.1 0.1
O -7.889149 -2.893942 15.139762 1.7 0.9 -2.8
O -16.178403 -2.567296 11.363843 1.5 -0.2 -0.5
O -19.027703 -5.431724 10.130580 0.0 -1.9 -0.7
O -18.450745 -7.146248 8.269437 2.6 1.2 0.7
O -12.072725 -0.122200 16.234013 -2.2 0.5 -0.1
O -17.926056 -7.692431 10.792339 -0.7 1.0 -0.5
O -16.550602 -5.847744 9.540107 -2.4 -1.6 -0.3
O -10.518549 -7.562547 24.159994 -2.9 -1.9 -0.4
O -20.880120 -6.140270 14.657372 1.4 -1.3 0.7
O -8.814028 -6.437180 19.880127 1.0 -0.4 0.0
O -10.971925 -14.003476 16.080321 0.0 4.2 1.5
O -14.107619 -8.228219 12.608135 1.8 0.1 -1.7
O -14.467417 -4.106588 10.034104 -0.4 3.2 1.9
O -14.570735 -0.863004 15.654219 2.0 1.0 1.8
O -5.676569 -2.256677 13.922589 -1.2 -0.6 -0.4
O -17.243203 -3.684954 14.321819 3.0 -2.2 1.5
O -11.642965 -9.471621 22.859356 -0.3 -0.2 2.6
O -15.834489 -5.500284 12.393527 0.8 0.3 3.3
O -14.496821 -5.822573 14.234964 0.4 -1.0 -1.0
O -12.973155 -2.101212 17.225864 -3.2 1.3 -2.8
O -12.986719 -7.597082 18.032798 -1.0 1.9 -2.0
O -12.684446 -7.334694 22.789077 0.6 -0.8 1.6
O -13.930483 0.091564 17.990926 0.2 -1.1 -3.4
O -12.307359 -8.936301 10.824840 -2.0 -1.2 1.4
O -9.735666 -11.933536 17.026075 -1.7 -1.6 -0.4
O -13.164840 -4.783738 15.946862 0.1 -0.8 0.5
O -12.620664 -8.687659 25.095796 2.0 0.9 -3.3
O -14.489212 -1.538874 9.672660 -1.3 -0.9 0.2
O -13.743007 -2.315252 11.925809 -0.3 -0.4 -0.2
O -7.236941 -8.334078 19.116259 -0.4 1.3 1.5
O -6.498693 -4.753357 13.977603 -0.1 1.3 -0.6
O -12.225151 -12.309076 17.608379 1.0 -1.8 0.0
O -14.458053 -6.698338 16.510134 0.3 0.2 0.4
O -19.935041 -6.346456 17.028269 0.3 -0.6 -0.4
O -21.743519 -7.841938 16.296147 0.0 -0.3 1.2
O -19.433154 -8.299556 15.355630 -0.1 1.1 -0.3
O -15.551270 -4.543020 15.787798 -2.3 0.7 -1.2
O -6.323653 -6.629362 20.888189 -2.0 -0.7 -1.2
O -7.830180 -2.969954 12.644364 -0.4 -1.0 1.0
O -11.643162 -11.537082 15.483470 1.0 -2.0 -0.7
O -13.846773 -6.953140 10.310023 1.2 -1.0 1.5
C -12.490103 -5.538835 16.784764 1.4 0.4 -0.1
C -5.568143 -5.262792 12.948694 0.6 0.4 0.9
C -17.984889 -5.681669 18.191807 1.1 0.2 1.1
C -20.033806 -8.937666 7.816140 0.0 -0.7 0.7
C -12.139693 -2.561488 13.738609 -0.4 1.5 -0.4
C -7.254336 -2.552332 11.443259 0.6 2.4 -0.7
C -19.547770 -9.323066 11.744952 0.5 0.5 0.7
C -11.089073 -0.608803 17.180265 -1.0 0.2 -0.7
C -11.395876 -7.430258 13.359702 0.0 0.6 -0.1
C -19.054014 -7.828738 11.713272 -0.7 -1.3 -1.1
C -12.445022 -10.525138 16.059833 0.1 0.0 1.5
C -12.742271 -10.987797 17.532508 1.5 1.1 -1.0
C -11.098754 -8.785222 10.213228 3.8 -1.0 -0.2
C -21.811525 -8.834832 17.363696 -0.5 -1.0 0.4
C -10.136300 -10.069666 10.206866 -1.9 -0.4 -0.3
C -13.339640 -6.734921 17.205432 0.3 -2.1 1.7
C -13.461174 0.216956 8.353292 0.0 -0.4 -0.3
C -13.540878 -0.524492 9.691659 0.8 1.7 -0.1
C -20.073700 -4.075190 11.837912 0.5 0.4 -0.3
C -12.566453 -7.846251 21.437664 -0.3 1.0 0.3
C -21.730783 -5.037283 15.065836 -0.6 -0.9 0.9
C -9.085087 -8.283087 17.602666 0.6 -0.5 -1.3
C -9.277263 -5.448131 20.789721 -0.4 1.8 0.3
C -6.444997 -9.899383 21.788349 0.0 -0.8 0.6
C -11.692873 -1.920746 17.633407 2.0 -1.0 3.1
C -10.159542 -4.413825 20.099604 -0.9 -0.7 0.0
C -23.158347 -5.409273 14.595567 0.8 0.3 0.2
C -18.735481 -4.596593 11.242528 -1.0 1.5 1.3
C -7.642161 -3.419067 10.313004 -0.5 -0.6 -0.7
C -15.040978 -9.228644 12.294036 -2.9 -0.7 0.8
C -8.328935 -9.145345 18.628876 -1.3 1.5 -0.5
C -8.633748 -3.953737 15.725931 1.2 0.0 0.7
C -16.145411 -9.203640 13.425247 1.8 -0.5 -1.3
C -12.599367 -3.063155 12.380190 0.3 -0.8 -0.2
C -15.533748 -5.324760 13.572812 -0.5 0.0 -2.1
C -16.088248 -0.407798 12.696885 1.4 0.4 -0.5
C -16.648932 -1.235994 11.527197 -0.9 0.9 0.5
C -18.691444 -5.622007 16.899999 0.0 0.8 -0.6
C -7.748943 -4.284751 16.953696 -1.0 -1.1 -0.5
C -22.021811 -8.392604 18.796332 -0.1 1.3 0.0
C -4.742494 -6.485313 13.422014 -0.7 -0.4 -0.3
C -11.664458 -9.010581 21.526574 1.6 -1.8 -0.9
C -7.396493 -8.922991 22.420247 -0.6 0.1 0.3
C -19.758371 -7.458675 8.041853 -2.8 -1.1 1.0
C -16.264753 -4.402576 14.582818 -1.1 1.3 0.4
C -10.494707 -6.394398 13.992044 -0.6 0.4 -0.1
B -14.434486 -5.480046 15.638791 -0.8 1.0 -1.1
H -12.053119 -1.479806 13.635863 0.1 0.3 -0.2
H -18.186615 -4.991137 12.097608 0.3 -0.9 -0.6
H -10.724257 -8.243179 13.083702 -0.6 -0.6 -0.3
H -18.715519 -10.025934 11.782852 0.3 0.2 -0.1
H -22.627658 -9.139651 19.309149 0.1 0.0 0.0
H -10.426301 -6.691266 15.038604 0.5 0.5 0.1
H -9.846268 -5.920205 21.590644 0.1 -0.1 0.1
H -16.438287 0.624452 12.701758 -1.0 -0.1 -0.1
H -6.915886 -10.712061 21.235249 -0.4 0.3 -0.3
H -12.569612 -0.893595 10.021077 0.0 -0.1 -0.1
H -13.391056 -10.380961 15.537987 0.4 -0.1 -0.5
H -11.825275 -9.630728 16.123481 -0.4 0.2 -0.3
H -13.821469 0.331545 10.305309 -0.2 -0.5 1.1
H -9.523404 -6.270433 13.513175 0.1 -0.5 0.0
H -9.734459 -8.847817 16.933720 -0.4 -0.4 0.5
H -6.874756 -8.248529 23.099200 0.3 0.7 -0.7
H -20.207555 -9.708334 10.967548 0.0 0.7 -0.3
H -12.140443 -7.080143 20.789831 -0.1 0.1 0.1
H -20.985719 -9.542537 17.436628 0.4 0.2 -1.1
H -16.807823 -10.046682 13.228797 -0.1 0.0 0.3
H -5.250723 -7.434597 13.252736 -0.5 0.1 0.4
H -21.371992 -4.055154 14.757934 0.2 -0.4 -0.8
H -4.844767 -4.467396 12.769369 -0.1 0.2 -0.2
H -19.902119 -3.480416 12.735074 0.6 0.3 -0.1
H -10.614213 -8.893406 21.259436 -0.1 0.8 -0.2
H -10.484250 -8.164307 10.865090 0.0 1.0 -0.6
H -12.857974 -2.627567 14.555807 0.1 -0.8 -0.1
H -20.763914 -4.817469 12.238813 0.1 -0.5 -0.6
H -9.628281 -3.545144 15.904959 0.0 -0.3 0.3
H -5.994701 -10.437109 22.622719 0.5 0.1 0.0
H -11.124701 -2.861887 13.998693 -0.2 -0.6 0.1
H -7.588692 -1.515600 11.404482 -0.1 0.1 -0.9
H -22.589830 -7.462613 18.772891 -0.1 0.1 0.3
H -7.393049 -3.392534 17.468867 -0.4 0.0 0.0
H -16.696720 -8.268322 13.328574 0.2 -0.1 0.4
H -22.709707 -9.425527 17.183533 0.1 0.1 -0.8
H -10.307544 -3.559711 20.760424 0.1 0.0 0.1
H -12.009854 -9.861317 20.939147 -0.2 0.1 0.0
H -20.551956 -3.415565 11.113840 -0.3 -0.2 0.0
H -14.604502 -10.218583 12.161374 0.5 0.0 0.4
H -12.217539 -7.721319 14.014121 0.4 -0.4 0.4
H -8.117518 -9.332110 23.127960 -0.1 -0.7 -0.4
H -14.340872 0.848472 8.229177 -0.4 -0.5 -0.3
H -5.690099 -9.429103 21.158219 0.0 0.1 0.2
H -8.273639 -4.980191 17.608812 0.1 0.1 0.3
H -12.679255 0.975470 8.316383 0.5 -0.3 0.4
H -11.132963 -4.887024 19.970641 -0.2 0.3 -0.4
H -6.137837 -5.452363 12.038958 0.1 -0.2 0.1
H -6.171288 -2.450148 11.511603 0.1 -0.4 0.2
H -23.322535 -6.442764 14.900582 -0.2 0.1 0.0
H -12.806099 -4.132835 12.346416 -0.4 -0.1 0.2
H -15.594192 -9.343612 14.355118 -0.5 0.3 0.4
H -18.820521 -7.502634 12.726800 0.5 -0.1 -0.1
H -9.235778 -9.963428 9.601992 0.1 0.8 0.4
H -16.586404 -0.801187 10.529630 0.3 0.7 0.3
H -23.938721 -4.763188 14.997666 0.1 0.0 0.2
H -11.160370 -8.449142 9.178163 -0.2 0.4 0.2
H -9.929014 -10.419986 11.218013 0.3 0.3 0.0
H -9.827010 -4.046162 19.128851 0.3 -0.3 0.1
H -15.029622 -0.167240 12.599240 0.4 -0.7 -0.1
H -15.661649 -9.097018 11.407730 0.6 0.8 -0.6
H -18.118053 -3.784784 10.858006 -0.1 0.1 0.2
H -8.663369 -4.744958 14.976799 -0.4 -0.3 0.6
H -3.849730 -6.658574 12.821136 0.1 0.7 -0.2
H -13.308593 -0.481906 7.530838 -0.2 0.2 -0.2
H -20.059261 -9.484516 12.693849 -0.2 0.2 0.1
H -18.672690 -5.605384 19.033955 0.0 -0.1 0.0
H -11.798615 -2.953063 11.648908 0.2 0.3 -0.1
H -18.011442 -6.016537 16.144988 -0.4 -0.3 -0.3
H -19.562788 -9.502558 8.620589 0.6 -0.2 -0.3
H -20.264231 -6.958396 7.216064 0.6 0.8 0.0
H -7.387279 -4.432715 10.622291 -0.1 -0.2 -0.5
H -10.957453 -5.415328 13.868012 -0.3 0.1 0.5
H -7.942108 -10.086941 18.239172 0.1 0.3 0.0
H -9.624944 -7.428548 18.010628 0.1 -0.3 0.1
H -9.062436 -9.316610 19.416736 0.4 -0.5 0.4
H -8.698919 -3.382088 10.048432 -0.1 -0.1 0.4
H -19.817771 -9.328125 6.821672 0.5 0.1 0.1
H -21.110416 -8.230719 19.371874 0.0 0.1 -0.2
H -6.864273 -4.800878 16.580779 0.0 0.0 0.0
H -11.812696 -1.959631 18.716106 0.7 0.5 0.5
H -10.180864 -0.713058 16.586633 0.0 0.0 0.2
H -17.359543 -6.572611 18.248907 -0.4 -0.4 0.2
H -10.983108 0.058754 18.035390 0.1 0.3 -0.3
H -21.074222 -9.212462 7.989695 -0.4 0.6 -0.1
H -8.490478 -4.835088 21.229313 0.7 -0.7 0.1
H -13.535529 -8.134466 21.030321 -0.2 0.2 0.4
H -13.797932 -10.866079 17.775137 0.2 -0.8 0.1
H -12.132745 -10.338363 18.160856 -0.3 -0.1 0.4
H -23.212918 -5.350221 13.508539 0.1 0.0 0.0
H -18.977557 -4.620009 16.580234 0.2 0.1 0.1
H -8.366034 -7.923510 16.866620 0.3 0.4 0.2
H -21.594067 -5.006243 16.146782 -0.8 0.2 0.2
H -20.251290 -7.191326 8.976550 -0.9 0.1 -0.2
H -10.583948 -10.933298 9.715103 -0.6 0.0 0.0
H -16.208053 -0.839010 13.690767 -0.3 -0.2 -0.3
H -17.236265 -4.896388 18.296625 -0.2 0.4 -0.2
H -11.034547 -2.773717 17.468652 -0.4 -0.2 -0.9
H -4.413936 -6.435473 14.460118 -0.2 0.3 0.0
H -17.715051 -1.264166 11.752337 -0.2 -0.7 -0.2
H -19.850390 -7.174752 11.358051 -0.1 -0.1 0.1
H -7.140873 -3.157282 9.381186 0.4 0.0 0.2

9
Properties=species:S:1:pos:R:3:forces:R:3 method="wB97M-V/def2-TZVPD" e_above_lowest_kcal_mol=36.2 homo_energy_ev=-10.5361 energy_ev=-7627.98097
N -0.087093 -1.266793 -0.674243 0.3 -1.7 -0.8
N -0.918867 -0.046758 1.091621 0.0 1.5 0.1
N 0.409919 1.870781 0.616473 0.3 -0.3 -0.4
C -0.003616 0.704049 0.313289 2.1 2.2 0.5
C 0.534355 -0.183223 -0.765478 0.7 0.8 -1.9
C -0.896736 -1.127846 0.470554 -1.7 -3.9 -0.6
H -1.474412 -2.080202 0.626410 0.3 1.4 0.7
H 1.230460 -0.032277 -1.674121 -1.0 0.3 1.9
H 1.205990 2.162268 -0.004505 -1.1 -0.4 0.5

18
Properties=species:S:1:pos:R:3:forces:R:3 method="wB97M-V/def2-TZVPD" multiplicity=2 e_above_lowest_kcal_mol=39.3 homo_energy_ev="-2.8731 / -9.4210" energy_ev=-6297.43352
N -0.912301 1.385140 -1.178226 -2.6 -2.3 0.1
N 0.199028 -0.701623 0.635268 0.0 0.4 1.4
C 0.300006 -0.328301 2.180002 -0.1 -2.6 -2.6
C -0.154210 -2.076214 0.224647 -1.8 -0.9 2.8
C 0.331816 1.754977 -1.758720 0.6 1.7 -0.2
H 1.093692 -0.501893 0.168497 1.4 0.0 0.2
H 0.356472 -2.813825 0.917443 -0.2 0.9 -1.0
H 0.781445 0.604604 2.139991 0.4 1.6 0.3
H -0.761574 -0.316040 2.504109 1.0 -0.2 0.4
H -1.454753 1.918085 -0.439568 1.5 -0.4 -1.8
H 0.139275 -2.178241 -0.794607 0.1 -0.3 -0.8
H 0.206746 2.637847 -2.368460 0.4 0.7 -0.1
H -1.274083 -2.226380 0.432426 1.5 0.2 -0.7
H 1.096147 1.873494 -1.026339 0.5 0.8 1.0
H 0.881839 1.084172 -2.395961 -0.8 -1.3 -0.4
H 1.059166 -1.089230 2.532684 -1.3 0.6 0.3
H -0.354742 0.005311 0.140025 -0.9 0.2 -0.2
H -1.533968 0.968118 -1.913211 0.5 0.8 1.4